{"formula": "C8H7I2P", "method": "ωB97M-V/def2-TZVPD", "elements": ["C", "C", "C", "C", "C", "C", "C", "C", "P", "I", "I", "H", "H", "H", "H", "H", "H", "H"], "coordinates": [[-1.058093, -0.828499, -2.688408], [-0.608859, 0.508018, -2.436680], [-0.899305, -1.728961, -1.647607], [-0.162716, 0.888935, -1.230021], [-0.465627, -1.370497, -0.373700], [-0.126200, -0.029332, -0.185137], [2.231320, 0.573457, 1.650793], [0.257245, 1.201619, 3.314110], [0.587613, 0.689969, 1.572317], [-0.357664, -0.581386, 4.374992], [-1.475652, 2.506940, 3.253910], [-1.420458, -1.201964, -3.562078], [-0.805650, 1.137862, -3.259140], [-1.125593, -2.686066, -1.778827], [0.201138, 1.909070, -1.158283], [-0.478688, -1.945570, 0.464573], [3.040673, 0.311203, 0.944173], [2.666519, 0.645201, 2.745012]], "forces_ev_per_angstrom": [[2.2, 1.5, 4.0], [-2.1, -2.9, -2.2], [0.6, 2.9, 0.7], [0.8, 0.9, 1.0], [0.0, 3.4, -1.6], [1.0, 0.8, 1.7], [1.7, -0.6, 1.6], [-1.2, -0.3, -0.8], [0.8, -0.8, -0.6], [0.0, -0.3, 0.1], [0.1, 0.3, -0.1], [-0.9, -0.4, -2.6], [0.4, 1.3, -0.6], [-1.1, -4.0, -0.7], [-0.2, -0.1, 0.5], [0.1, -2.2, 1.9], [-1.1, 0.1, 0.0], [-1.1, 0.4, -2.3]], "nbo_charge": [-0.1776, -0.1938, -0.1872, -0.2341, -0.2113, -0.2068, -0.8042, -0.8752, 1.1149, 0.0821, 0.0901, 0.2130, 0.2175, 0.2031, 0.2300, 0.2245, 0.2455, 0.2694], "charge": 0, "orbital_gap_ev": [6.95, 6.95], "spin_multiplicity": 1, "total_energy_ha": -1245.6016}